# 1
C39H37F5N12SSeSr | ωB97M-V/def2-TZVPD

Its orbital gap is 0.187 Eh. The calculated total energy comes out at -149518.6292 eV.

ORCA input file:
```
! RIJCOSX wB97M-V def2-TZVPD def2/J DEFGRID3
* xyz 2 1
Sr 0.211 -0.195 0.760
C 1.248 1.388 -3.767
C 0.981 0.650 -2.494
N 1.252 1.050 -1.306
N 1.842 2.272 -1.106
C 2.340 2.595 0.121
N 2.749 3.861 0.235
S 2.479 1.509 1.400
C 0.330 -0.699 -2.583
C 0.395 -1.442 -3.747
C -0.222 -2.687 -3.791
C -0.903 -3.144 -2.678
C -0.915 -2.339 -1.553
N -0.311 -1.152 -1.491
H 1.653 2.386 -3.625
H 0.304 1.481 -4.312
H 1.960 0.838 -4.387
H 1.971 2.903 -1.880
H 2.734 4.518 -0.529
H 3.207 4.133 1.088
H 0.925 -1.070 -4.612
H -0.170 -3.287 -4.691
H -1.429 -4.089 -2.684
H -1.451 -2.652 -0.659
C -3.149 -1.380 5.528
C -3.398 -0.877 4.258
C -2.524 -1.161 3.221
C -1.410 -1.957 3.455
C -1.172 -2.492 4.716
C -2.043 -2.196 5.751
N -0.515 -2.125 2.350
N 0.268 -3.072 2.466
C 1.328 -3.187 1.515
C 1.940 -4.417 1.405
C 3.060 -4.528 0.592
C 3.540 -3.401 -0.053
C 2.847 -2.209 0.097
N 1.752 -2.104 0.854
H -3.819 -1.141 6.345
H -4.272 -0.260 4.082
H -2.699 -0.777 2.220
H -0.303 -3.115 4.878
H -1.854 -2.597 6.739
H 1.536 -5.257 1.954
H 3.566 -5.478 0.485
H 4.435 -3.437 -0.657
H 3.185 -1.298 -0.387
N -6.341 1.770 -0.560
C -4.915 1.446 -0.978
C -4.085 0.985 0.222
N -2.748 0.548 -0.179
H -6.886 2.082 -1.365
H -6.369 2.511 0.140
H -6.809 0.953 -0.167
H -4.495 2.331 -1.445
H -4.957 0.674 -1.742
H -4.593 0.152 0.718
H -3.994 1.796 0.951
H -2.318 1.286 -0.730
H -2.830 -0.222 -0.837
N -2.027 2.601 7.492
C -2.961 3.239 8.285
C -3.131 3.309 9.669
C -4.215 4.032 10.115
C -5.098 4.670 9.221
C -4.920 4.598 7.859
C -3.827 3.864 7.384
N -3.422 3.615 6.083
C -2.356 2.873 6.190
C -1.639 2.340 5.026
C -0.605 1.415 5.119
C -0.054 0.906 3.959
N -0.456 1.260 2.736
C -1.408 2.200 2.655
C -2.023 2.758 3.753
H -1.220 2.103 7.822
H -2.450 2.822 10.356
H -4.397 4.112 11.179
H -5.933 5.230 9.622
H -5.594 5.088 7.167
H -0.234 1.070 6.076
H 0.759 0.186 4.015
H -1.682 2.517 1.652
H -2.796 3.509 3.658
F -4.221 -3.342 -6.689
C -3.844 -2.280 -5.983
C -3.740 -2.356 -4.610
F -4.010 -3.506 -3.978
C -3.363 -1.238 -3.895
F -3.356 -1.368 -2.538
C -3.035 -0.023 -4.487
Se -2.444 1.470 -3.473
C -3.158 0.015 -5.874
F -2.880 1.134 -6.542
C -3.562 -1.083 -6.613
F -3.676 -1.000 -7.935
*
```

Results of the Löwdin charge analysis, in e, for atoms 1 through 2: 1.242, -0.014

---

# 2
C12H9ClO3S2 | ωB97M-V/def2-TZVPD

As for the SMILES: Cc1ccc(C(=O)OCC(=O)c2ccc(Cl)s2)s1. Its orbital gap is 0.322 Eh. The calculated total energy comes out at -52925.3319 eV.

ORCA input file:
```
! RIJCOSX wB97M-V def2-TZVPD def2/J DEFGRID3
* xyz 0 1
C -2.523 4.306 -2.983
C -1.958 3.485 -1.881
C -2.275 3.537 -0.551
C -1.551 2.620 0.226
C -0.679 1.870 -0.520
C 0.223 0.818 -0.092
O 0.946 0.177 -0.819
O 0.188 0.639 1.249
C 0.963 -0.451 1.698
C 0.416 -1.764 1.134
O -0.714 -1.854 0.714
C 1.332 -2.896 1.159
C 1.040 -4.163 0.713
C 2.102 -5.065 0.852
C 3.206 -4.477 1.407
S 2.958 -2.804 1.762
Cl 4.694 -5.232 1.745
H 2.067 -6.098 0.559
H 0.080 -4.411 0.298
H 0.882 -0.457 2.788
H 2.011 -0.325 1.400
S -0.749 2.291 -2.198
H -1.657 2.501 1.288
H -3.008 4.213 -0.147
H -2.977 3.668 -3.741
H -1.739 4.888 -3.467
H -3.278 4.985 -2.596
*
```

Results of the Löwdin charge analysis, in e, for atoms 1 through 2: -0.102, -0.573

---

# 3
C4H9NS | ωB97M-V/def2-TZVPD

Its orbital gap is 0.323 Eh. The calculated total energy comes out at -16615.9162 eV.

ORCA input file:
```
! RIJCOSX wB97M-V def2-TZVPD def2/J DEFGRID3
* xyz 0 1
C -2.390 -0.222 0.398
C -1.305 -0.919 -0.480
C -0.064 -0.204 -0.182
C 2.452 -0.426 0.152
H -2.687 -0.761 1.389
H -3.428 -0.525 -0.039
H -2.388 0.909 0.601
H -1.541 -0.499 -1.381
H -0.937 -1.930 -0.186
H 0.922 -1.829 -0.374
H 2.723 -0.394 1.478
H 2.931 -1.407 -0.478
H 2.654 0.572 -0.410
N 1.025 -0.910 0.193
S 0.151 1.429 -0.080
*
```

Results of the Löwdin charge analysis, in e, for atoms 1 through 2: -0.153, -0.228

---

# 4
H2N2P2S2 | ωB97M-V/def2-TZVPD

Its orbital gap (spin up / spin down) is 0.234 / 0.234 Eh. The calculated total energy comes out at -43259.0955 eV.

ORCA input file:
```
! RIJCOSX wB97M-V def2-TZVPD def2/J DEFGRID3
* xyz 0 1
N 1.063 -0.360 0.444
N 1.659 0.329 -0.419
P -0.361 -0.058 1.430
P -2.219 -0.513 -0.004
S -1.126 1.623 0.442
S -1.632 -0.907 -1.823
H 1.472 -1.200 0.612
H 1.144 1.086 -0.682
*
```

Results of the Löwdin charge analysis, in e, for atoms 1 through 2: -0.384, 0.141

---

# 5
C28H45BrCl4NO4P | ωB97M-V/def2-TZVPD

Its orbital gap is 0.308 Eh. The calculated total energy comes out at -168863.8038 eV.

ORCA input file:
```
! RIJCOSX wB97M-V def2-TZVPD def2/J DEFGRID3
* xyz 0 1
C 0.968 -0.401 3.068
C -0.412 -1.182 3.145
C -1.482 -0.794 2.066
P -2.202 0.955 1.960
O -3.601 1.010 2.944
Cl -0.946 2.355 2.940
C -2.764 -1.611 2.561
O -2.978 -2.119 3.626
N -3.701 -1.600 1.467
C -2.847 -1.578 0.228
C -3.517 -0.982 -1.060
C -5.100 -1.037 -1.047
C -5.620 -1.565 -2.460
O -5.538 0.293 -0.738
C -6.881 0.555 -1.145
C -7.455 1.783 -0.347
C -8.904 1.991 -0.363
C -9.547 3.085 0.354
C -8.674 3.975 1.116
C -7.235 3.799 1.139
C -6.609 2.687 0.417
C -1.299 -1.230 0.534
Br -0.602 0.475 -0.302
C -0.564 -2.569 0.176
C 1.011 -2.512 0.121
C 1.625 -1.968 -1.238
C 2.556 -0.734 -0.916
C 4.062 -1.097 -0.606
C 4.914 0.237 -0.853
C 6.117 0.415 0.159
C 7.484 0.229 -0.662
C 8.323 1.579 -0.740
C 9.247 1.661 0.542
O 10.284 0.679 0.352
C 11.430 0.955 1.172
H 1.823 -1.119 3.221
H 1.012 0.297 3.946
H 1.069 0.128 2.091
H -0.779 -1.097 4.202
H -0.165 -2.277 3.011
H -4.311 0.815 2.296
H -4.254 -2.462 1.463
H -2.829 -2.683 -0.014
H -3.256 0.092 -1.255
H -3.137 -1.548 -1.955
H -5.515 -1.760 -0.294
H -5.053 -2.511 -2.697
H -5.503 -0.807 -3.271
H -6.696 -1.891 -2.394
H -7.544 -0.321 -0.935
H -6.898 0.842 -2.233
H -9.520 1.256 -0.941
H -10.656 3.218 0.339
H -9.167 4.796 1.686
H -6.629 4.532 1.722
H -5.505 2.535 0.464
H -0.899 -2.991 -0.815
H -0.853 -3.314 0.969
H 1.496 -1.953 0.956
H 1.365 -3.581 0.218
H 0.838 -1.619 -1.951
H 2.251 -2.765 -1.717
H 2.180 -0.158 -0.023
H 2.572 0.021 -1.758
H 4.153 -1.281 0.504
H 4.453 -1.956 -1.203
H 5.199 0.325 -1.931
H 4.198 1.088 -0.650
H 6.128 1.477 0.531
H 6.081 -0.266 1.043
H 8.062 -0.579 -0.136
H 7.302 -0.121 -1.711
H 7.658 2.486 -0.731
H 8.936 1.585 -1.684
H 8.617 1.375 1.429
H 9.671 2.695 0.666
H 11.288 1.868 1.815
H 12.326 1.051 0.501
H 11.631 0.091 1.869
C -0.183 0.163 -4.555
Cl -1.224 -0.913 -3.611
Cl -0.080 1.754 -3.796
Cl 1.427 -0.540 -4.748
H -0.623 0.282 -5.540
*
```

Results of the Löwdin charge analysis, in e, for atoms 1 through 2: -0.139, -0.204

---

# 6
C14H30ClIrO2P2Si | ωB97M-V/def2-TZVPD

Its orbital gap (spin up / spin down) is 0.248 / 0.202 Eh. The calculated total energy comes out at -60896.8290 eV.

ORCA input file:
```
! RIJCOSX wB97M-V def2-TZVPD def2/J DEFGRID3
* xyz 2 5
C -1.624 -4.615 -2.062
C -1.435 -3.398 -1.211
H -2.507 -5.174 -1.706
H -0.715 -5.249 -2.054
H -1.789 -4.261 -3.095
O -2.190 -2.885 -0.405
Cl 0.218 -2.654 -1.623
Ir -0.159 -0.455 -0.136
P 1.371 -1.390 1.336
C 1.149 -1.125 3.113
C 1.308 -3.189 1.110
H 1.744 -3.680 1.993
H 3.674 -0.830 1.848
H 1.857 -3.441 0.198
H 3.454 -1.224 0.143
H 0.115 -1.365 3.390
H 0.249 -3.430 0.979
C 3.000 -0.691 0.991
H 1.813 -1.828 3.634
H 2.878 0.382 0.766
H 1.417 -0.092 3.386
P -1.155 0.987 -1.640
C -2.397 2.208 -1.120
C 0.142 1.946 -2.481
H -1.386 -0.660 -3.436
H -2.648 0.633 -3.477
H -2.774 -0.649 -2.246
C -2.065 -0.041 -2.820
H 0.602 1.313 -3.252
H -0.288 2.820 -2.990
H -2.868 2.622 -2.024
H -1.938 3.024 -0.543
H 0.890 2.243 -1.727
H -3.173 1.697 -0.535
C -1.559 -0.402 1.088
O -2.372 -0.225 1.898
C 3.871 3.982 1.229
Si 2.016 3.842 1.270
C 1.637 4.209 3.075
C 1.467 5.386 0.356
C 1.269 2.241 0.801
C 0.683 1.178 0.463
H 4.149 4.978 1.586
H 4.312 3.855 0.243
H 4.352 3.252 1.875
H 1.959 5.254 3.276
H 0.562 4.090 3.293
H 2.215 3.535 3.733
H 1.834 5.467 -0.677
H 0.377 5.535 0.327
H 1.926 6.218 0.931
*
```

Results of the Löwdin charge analysis, in e, for atoms 1 through 2: -0.046, -0.686

---

# 7
C21H38DyN3O5S2 | ωB97M-V/def2-TZVPD

Its orbital gap (spin up / spin down) is 0.293 / 0.288 Eh. The calculated total energy comes out at -82859.4140 eV.

ORCA input file:
```
! RIJCOSX wB97M-V def2-TZVPD def2/J DEFGRID3
* xyz 0 6
Dy 0.839 -0.317 0.155
C 2.352 3.786 -0.802
C 1.139 3.479 0.053
C 1.299 3.301 1.434
C 2.708 3.267 1.993
C 0.170 3.206 2.258
C 0.335 3.127 3.762
C -1.113 3.220 1.697
C -2.324 3.195 2.617
C -1.269 3.270 0.302
C -2.656 3.238 -0.324
C -0.140 3.420 -0.518
C -0.266 3.565 -2.025
H 2.078 4.333 -1.703
H 2.903 2.902 -1.127
H 3.059 4.407 -0.251
H 3.138 4.272 2.049
H 3.365 2.668 1.362
H 2.745 2.850 2.999
H 0.540 4.115 4.190
H 1.161 2.475 4.048
H -0.552 2.730 4.255
H -2.539 2.188 3.000
H -3.224 3.561 2.127
H -2.167 3.832 3.487
H -3.005 4.239 -0.606
H -3.400 2.810 0.343
H -2.676 2.635 -1.235
H -0.012 4.581 -2.341
H -1.273 3.371 -2.388
H 0.417 2.890 -2.547
C -1.845 -0.946 -2.200
C -0.608 -1.757 -2.566
N 0.065 -2.262 -1.374
C -0.320 -3.569 -0.869
C -1.666 -3.570 -0.150
S -1.799 -2.292 1.128
C -3.136 -1.232 0.529
C -2.711 0.091 -0.119
N -1.595 -0.069 -1.049
H -2.183 -0.373 -3.064
H -2.660 -1.617 -1.937
H -0.880 -2.566 -3.246
H 0.097 -1.113 -3.083
H 1.052 -2.257 -1.564
H -0.365 -4.305 -1.677
H 0.457 -3.887 -0.178
H -2.498 -3.447 -0.849
H -1.803 -4.534 0.339
H -3.762 -1.833 -0.133
H -3.750 -0.996 1.399
H -3.593 0.522 -0.600
H -2.393 0.792 0.654
H -1.293 0.841 -1.380
N 3.752 -2.079 2.601
C 2.534 -1.655 2.250
O 1.942 -2.160 1.274
C 1.912 -0.553 3.092
C 0.529 -0.113 2.582
H 4.241 -2.702 1.981
H 4.275 -1.577 3.292
H 2.614 0.287 3.085
H 1.899 -0.933 4.120
H 0.253 0.792 3.122
H -0.181 -0.876 2.899
O 3.700 0.846 -2.270
S 2.725 0.221 -1.447
O 2.883 0.520 0.038
O 1.298 0.719 -1.713
O 2.622 -1.247 -1.516
*
```

Results of the Löwdin charge analysis, in e, for atoms 1 through 2: 1.567, -0.020

---

# 8
C10H11N3O2 | ωB97M-V/def2-TZVPD

Its orbital gap (spin up / spin down) is 0.315 / 0.265 Eh. The calculated total energy comes out at -19104.7498 eV.

ORCA input file:
```
! RIJCOSX wB97M-V def2-TZVPD def2/J DEFGRID3
* xyz 0 3
C -3.054 -0.479 -0.315
C -2.292 -1.458 -0.915
C -2.403 0.664 0.103
C -0.943 -1.297 -1.209
C -1.030 0.817 -0.058
C -0.314 -0.113 -0.788
C 1.449 1.585 -1.242
C 1.208 0.051 -0.928
C 1.914 -0.595 0.143
C 1.410 -0.693 1.556
N 2.350 2.166 -0.634
N 3.309 1.729 -0.013
N 3.187 -0.975 -0.190
O 3.554 -1.005 -1.409
O 3.940 -1.447 0.693
H -4.125 -0.819 -0.341
H -2.875 -2.294 -1.116
H -2.890 1.392 0.547
H -0.238 -1.884 -1.659
H -0.778 1.745 0.448
H 0.853 1.937 -1.940
H 1.444 -0.487 -1.940
H 0.631 0.154 1.920
H 2.295 -0.814 2.311
H 0.991 -1.738 1.593
H 3.523 2.284 0.805
*
```

Results of the Löwdin charge analysis, in e, for atoms 1 through 2: -0.072, -0.080

---

# 9
C3H3O2P | ωB97M-V/def2-TZVPD

As for the SMILES: COP1(=O)C#C1. Its orbital gap is 0.342 Eh. The calculated total energy comes out at -16538.2744 eV.

ORCA input file:
```
! RIJCOSX wB97M-V def2-TZVPD def2/J DEFGRID3
* xyz 0 1
C 1.216 -1.555 -0.874
C 1.421 -1.398 0.592
C -1.333 0.284 -0.040
O 2.362 1.254 0.354
O -0.097 0.959 0.240
P 1.350 0.259 0.238
H -2.006 1.103 -0.458
H -1.666 -0.353 0.787
H -1.248 -0.553 -0.839
*
```

Results of the Löwdin charge analysis, in e, for atoms 1 through 2: 0.005, -0.193

---

# 10
C43H51BN8O6SY | ωB97M-V/def2-TZVPD

Its orbital gap is 0.243 Eh. The calculated total energy comes out at -82178.7469 eV.

ORCA input file:
```
! RIJCOSX wB97M-V def2-TZVPD def2/J DEFGRID3
* xyz 1 1
Y -0.654 0.028 0.425
O -8.479 0.150 0.884
C -7.922 1.020 1.758
O -8.612 1.684 2.472
C -6.421 1.108 1.772
C -5.588 0.117 1.264
C -4.210 0.261 1.316
C -3.667 1.391 1.909
C -4.490 2.392 2.406
C -5.866 2.245 2.345
N -2.233 1.516 1.940
C -1.711 2.038 2.972
C -0.246 2.226 3.036
C 0.325 2.918 4.085
C 1.706 3.085 4.094
C 2.446 2.548 3.063
C 1.785 1.856 2.054
N 0.465 1.698 2.030
H -7.797 -0.228 0.319
H -5.989 -0.800 0.848
H -3.581 -0.527 0.919
H -4.066 3.301 2.813
H -6.525 3.010 2.733
H -2.297 2.350 3.837
H -0.298 3.314 4.875
H 2.188 3.624 4.899
H 3.522 2.638 3.025
H 2.339 1.412 1.236
C -3.945 2.210 -2.528
C -2.913 1.402 -1.816
N -2.175 1.850 -0.863
O -2.466 3.192 -0.571
C -2.719 -0.031 -2.187
C -3.366 -0.706 -3.347
N -1.916 -0.582 -1.356
O -1.478 -1.791 -1.276
H -4.377 2.968 -1.881
H -4.728 1.561 -2.916
H -3.486 2.716 -3.381
H -2.137 3.284 0.331
H -3.356 -0.076 -4.237
H -4.411 -0.956 -3.146
H -2.843 -1.636 -3.563
C 3.064 -3.073 -5.013
C 3.494 -3.477 -3.597
C 4.983 -3.159 -3.407
C 3.280 -4.977 -3.425
C 2.694 -2.668 -2.581
C 1.964 -3.246 -1.551
C 1.253 -2.444 -0.680
N 1.234 -1.114 -0.759
C 1.953 -0.539 -1.729
C 2.677 -1.277 -2.649
C 1.915 0.955 -1.774
C 2.807 1.695 -2.531
C 2.732 3.086 -2.557
C 1.730 3.670 -1.793
C 0.888 2.865 -1.048
N 0.968 1.536 -1.022
C 3.713 3.890 -3.406
C 3.531 3.496 -4.877
C 5.144 3.553 -2.964
C 3.492 5.392 -3.262
H 3.603 -3.674 -5.748
H 3.285 -2.027 -5.225
H 1.996 -3.231 -5.169
H 5.580 -3.735 -4.115
H 5.319 -3.408 -2.399
H 5.191 -2.101 -3.582
H 3.833 -5.511 -4.199
H 2.230 -5.259 -3.518
H 3.644 -5.338 -2.460
H 1.919 -4.317 -1.423
H 0.658 -2.890 0.107
H 3.215 -0.768 -3.434
H 3.573 1.188 -3.097
H 1.593 4.740 -1.761
H 0.104 3.308 -0.448
H 3.738 2.437 -5.039
H 4.221 4.066 -5.500
H 2.516 3.698 -5.225
H 5.376 2.497 -3.106
H 5.304 3.796 -1.912
H 5.859 4.128 -3.554
H 2.502 5.700 -3.602
H 4.225 5.924 -3.870
H 3.618 5.729 -2.230
O -2.089 -2.733 2.120
B -1.634 -1.374 2.235
O -2.042 -0.936 3.531
C -2.701 -1.971 4.140
C -3.279 -2.006 5.390
C -3.896 -3.203 5.757
C -3.923 -4.301 4.901
C -3.333 -4.247 3.636
C -2.733 -3.056 3.294
H -3.256 -1.152 6.052
H -4.368 -3.279 6.727
H -4.414 -5.211 5.217
H -3.356 -5.087 2.955
C 3.802 -2.155 4.590
N 2.696 -3.017 4.213
C 1.767 -2.708 3.295
N 0.829 -3.637 3.076
S 1.870 -1.226 2.464
H 4.405 -2.699 5.313
H 3.442 -1.230 5.038
H 4.411 -1.909 3.722
H 2.612 -3.899 4.691
H 0.736 -4.425 3.696
H 0.031 -3.435 2.490
*
```

Results of the Löwdin charge analysis, in e, for atoms 1 through 2: 1.419, 0.126

---

The highest calculated total energy belongs to which entry? C3H3O2P